Here is a molecular structure, C42H67CdF12O26 from OMol25. Energies are from ωB97M-V with the def2-TZVPD basis set.

The geometry in XYZ format:
```
148
Properties=species:S:1:pos:R:3:forces:R:3:mulliken_charge:R:1
Cd -3.118 0.627 -1.395 0.70 0.28 -0.75 2.58
C -3.540 3.103 -2.462 1.38 -1.65 -0.80 0.82
O -4.173 2.415 -1.383 -2.95 2.91 1.16 -0.29
O -2.475 2.237 -2.701 -1.31 1.66 -0.77 -0.99
C -4.598 3.279 -3.656 2.18 -0.44 -0.94 0.57
F -5.423 4.319 -3.505 -0.65 -0.25 0.85 -0.28
F -3.973 3.542 -4.818 0.90 0.40 0.03 -0.27
F -5.227 2.147 -3.920 -1.10 -0.36 0.84 -0.20
C -5.095 3.161 -0.524 0.13 -0.75 1.19 -0.34
C -5.785 2.134 0.405 -0.66 0.04 -0.85 -1.10
H -6.427 1.517 -0.223 0.26 -0.43 -0.10 0.34
H -5.115 1.509 0.996 0.33 0.08 -0.31 0.03
H -6.511 2.523 1.118 0.28 0.73 -0.02 0.52
H -5.807 3.755 -1.097 -0.01 -0.32 -0.19 0.43
H -4.526 3.851 0.099 0.31 0.14 -0.17 0.14
H -3.216 4.102 -2.169 -0.06 0.31 0.15 -0.10
C -1.346 0.062 0.842 -0.23 1.57 -0.07 -0.65
O -0.754 0.612 -0.284 3.12 0.25 -0.48 -0.72
O -2.653 0.318 0.585 -0.93 -2.10 2.60 -1.39
C -0.789 -1.385 1.270 -1.64 0.36 -0.16 0.63
F -1.154 -2.335 0.422 -0.40 -0.42 -1.23 -0.42
F 0.515 -1.366 1.295 0.95 0.40 0.24 0.34
F -1.243 -1.828 2.461 -0.02 1.04 0.01 -0.11
C 0.336 1.596 -0.041 0.70 0.18 -1.78 2.33
C 0.965 1.929 -1.412 -0.81 -0.99 0.04 -0.56
H 1.249 1.004 -1.913 0.16 -0.18 0.01 0.13
H 0.190 2.363 -2.044 0.12 0.31 0.00 -0.15
H 1.862 2.545 -1.354 -0.20 0.20 0.23 0.28
H 1.139 1.214 0.589 -0.50 -0.40 0.39 -0.48
H -0.015 2.561 0.323 -0.61 -0.47 0.58 -0.87
H -1.103 0.754 1.648 0.12 -0.18 1.05 0.41
C -3.602 -1.728 -2.733 -1.67 0.14 2.07 1.04
O -2.385 -1.108 -2.425 1.95 -0.44 -0.98 -0.18
O -4.489 -0.761 -2.170 -0.03 -2.33 -1.92 -0.68
C -3.767 -2.289 -4.193 -0.04 3.76 -0.38 0.57
F -2.827 -3.124 -4.504 1.49 -1.88 0.32 -0.25
F -4.918 -2.843 -4.434 -1.30 -0.69 0.51 -0.27
F -3.626 -1.286 -5.092 -0.20 0.57 -0.02 -0.24
C -1.088 -1.603 -2.698 1.03 -0.93 -1.68 -0.14
C -0.527 -1.101 -4.076 -0.64 0.47 1.48 -1.16
H -0.557 -0.012 -4.105 0.01 0.17 0.22 0.01
H 0.523 -1.385 -4.137 -0.14 -0.31 -0.39 0.45
H -1.173 -1.408 -4.898 0.49 -0.39 0.02 0.40
H -1.092 -2.693 -2.711 -0.30 -0.19 -0.09 0.39
H -0.425 -1.382 -1.861 -0.23 0.63 -0.08 -0.25
H -3.662 -2.647 -2.150 0.00 -0.46 0.30 -0.07
C 4.421 -6.827 0.619 0.33 0.39 1.03 -0.76
O 3.321 -6.136 1.200 -0.99 -0.19 -2.52 -0.37
C 3.595 -5.453 2.377 -1.06 -0.86 0.73 -0.69
C 2.323 -4.661 2.869 0.17 -1.41 -0.76 0.35
O 1.121 -5.476 2.902 0.42 0.75 0.61 -0.41
C -0.065 -4.645 2.963 -0.17 -1.62 -0.14 0.30
C -1.397 -5.474 2.939 1.15 -0.77 -0.09 -0.15
O -1.499 -6.377 4.043 -0.49 0.39 0.58 -0.37
C -2.801 -6.980 4.157 -0.23 0.73 -0.68 -0.67
H 4.662 -7.766 1.118 0.06 0.06 0.86 0.29
H 5.241 -6.118 0.727 0.65 -0.41 -0.53 0.33
H 4.304 -7.212 -0.394 -0.69 0.98 -0.25 0.24
H 4.436 -4.762 2.315 0.12 0.38 -0.26 0.36
H 3.917 -6.289 2.998 -0.12 0.47 1.33 0.52
H 2.134 -3.840 2.177 0.15 0.22 -0.25 -0.42
H 2.597 -4.221 3.828 -0.28 -0.04 0.33 0.31
H -0.013 -4.052 2.050 -0.43 0.41 0.10 0.00
H -0.090 -4.032 3.863 0.27 0.22 0.07 0.06
H -1.437 -6.090 2.041 0.21 -0.02 -0.41 0.43
H -2.245 -4.794 2.856 -0.06 0.27 0.42 -0.16
H -2.987 -7.566 5.057 0.99 -0.09 0.03 0.31
H -3.013 -7.585 3.276 0.09 -0.28 -0.07 0.30
H -3.597 -6.237 4.197 0.04 0.45 -0.15 0.21
C 3.557 3.887 0.944 -0.77 -0.28 -0.78 -1.10
C 3.998 2.439 1.147 -0.85 1.14 1.09 1.11
O 5.381 2.353 0.864 1.57 -0.92 -1.96 -0.39
C 5.757 2.029 -0.413 -2.32 -0.62 0.28 0.47
O 5.003 1.779 -1.353 1.87 0.63 2.09 -0.54
C 7.298 1.823 -0.472 0.70 2.32 0.58 0.76
F 7.864 2.689 -1.356 -0.64 -0.56 0.30 -0.27
F 7.895 2.065 0.716 -0.49 -0.08 -0.41 -0.26
F 7.598 0.612 -0.819 0.03 -1.42 -0.61 -0.22
H 4.287 4.598 1.330 0.19 -0.28 -0.02 0.56
H 2.636 4.062 1.500 -0.10 -0.08 -0.09 0.07
H 3.378 4.102 -0.110 0.08 0.20 -0.06 0.22
H 3.447 1.619 0.686 -0.10 0.42 -0.55 -0.46
H 3.841 2.310 2.218 0.74 -0.53 0.14 0.04
C 0.632 -1.090 4.995 -0.34 0.32 1.10 -1.20
C 0.760 0.446 5.309 -2.70 -2.84 -1.06 0.18
C 2.134 0.953 5.440 0.29 -0.60 2.06 -0.27
O 2.163 2.066 4.628 0.97 1.92 -1.99 -0.37
C 1.136 2.088 3.748 -0.71 -0.28 1.61 0.62
O 0.936 2.918 2.905 0.29 -0.92 0.31 -0.50
O 0.291 1.096 4.146 -0.34 1.29 -2.71 -0.25
H 1.221 -1.365 4.120 0.16 0.04 0.18 0.10
H -0.383 -1.469 4.879 -0.38 0.87 -0.64 0.33
H 0.837 -1.719 5.862 1.09 0.21 0.18 0.50
H -0.010 0.761 6.013 0.62 -0.20 0.86 0.30
H 2.841 0.172 5.159 0.36 0.35 -0.06 0.23
H 2.241 1.312 6.463 0.72 -0.26 0.02 0.30
C -1.319 5.340 0.365 -0.02 0.09 0.08 -0.40
C -0.378 6.405 -0.158 -0.90 -0.53 -1.49 0.41
C 0.769 6.743 0.685 -0.36 0.29 2.48 -0.35
O 1.916 6.695 -0.124 0.94 0.88 1.17 -0.35
C 1.640 6.158 -1.290 0.89 -0.48 -2.88 0.67
O 2.483 5.991 -2.189 -3.39 0.05 2.84 -0.58
O 0.277 5.881 -1.288 1.71 -0.92 -2.56 -0.21
H -0.773 4.518 0.827 0.20 0.21 0.31 -0.20
H -1.863 4.856 -0.447 -0.24 0.43 -0.11 -0.36
H -1.998 5.797 1.085 -0.15 -0.25 0.03 0.49
H -0.886 7.314 -0.477 -0.40 -0.09 -0.08 0.40
H 0.785 5.997 1.481 0.79 0.02 0.20 0.18
H 0.552 7.713 1.132 0.93 0.16 0.04 0.35
C 4.877 -3.213 -1.126 0.85 -0.19 1.31 -1.60
C 4.705 -1.810 -0.536 0.96 -0.73 -1.76 0.54
C 3.347 -1.204 -0.770 0.55 0.33 -0.21 -0.04
O 2.962 -0.868 0.524 -2.32 0.99 0.42 0.50
C 3.783 -1.234 1.465 1.40 -0.10 1.79 -0.19
O 3.557 -1.049 2.648 0.83 -0.61 -1.83 -0.54
O 4.932 -1.771 0.890 -1.43 0.24 0.30 -0.39
H 4.222 -3.890 -0.580 -0.34 -0.18 -0.38 0.34
H 5.882 -3.569 -0.898 0.17 0.08 0.18 0.43
H 4.834 -3.329 -2.209 -0.63 0.48 0.06 0.39
H 5.357 -1.111 -1.059 0.78 -0.22 0.56 0.17
H 2.601 -1.855 -1.226 0.05 0.09 -0.06 0.17
H 3.550 -0.271 -1.296 -0.83 -0.06 -0.40 0.11
C -6.373 -1.781 0.624 1.10 -0.81 -0.89 -1.33
C -5.404 -3.012 0.727 -0.30 1.76 1.02 0.65
C -4.289 -2.852 1.795 -1.14 0.69 -1.52 0.28
O -4.581 -3.903 2.680 3.49 0.72 2.01 -0.36
C -5.653 -4.544 2.387 -3.47 -1.56 1.22 0.58
O -6.251 -5.344 3.077 1.45 0.55 -0.73 -0.60
O -6.163 -4.064 1.278 -1.16 -0.64 -2.29 -0.38
H -6.990 -1.666 1.515 0.20 -0.20 0.07 0.39
H -7.008 -1.913 -0.251 -0.13 0.00 0.12 0.38
H -5.794 -0.876 0.440 0.05 0.02 0.07 0.17
H -4.854 -3.267 -0.179 -0.95 -0.21 -0.47 0.13
H -4.425 -1.870 2.248 0.52 -0.19 0.48 0.16
H -3.351 -2.959 1.250 0.28 -0.10 0.86 -0.22
C 2.240 2.239 -4.985 -0.10 -0.35 0.11 -0.85
C 1.267 3.226 -5.550 -0.06 0.10 1.94 0.44
C 0.431 3.925 -4.458 -0.45 -2.00 0.91 1.02
O 0.339 5.214 -4.901 -1.11 1.70 0.04 -0.40
C 1.236 5.437 -5.841 0.24 2.39 -0.79 0.56
O 1.365 6.492 -6.397 0.14 -0.53 0.17 -0.60
O 1.972 4.360 -6.054 0.30 -1.26 -1.26 -0.39
H 3.053 2.017 -5.676 -0.10 -0.04 -0.01 0.42
H 1.655 1.337 -4.804 0.26 -0.29 0.14 0.08
H 2.645 2.593 -4.038 0.15 0.01 -0.07 0.17
H 0.567 2.708 -6.205 0.32 0.55 -0.95 0.32
H 0.891 3.905 -3.470 0.37 0.04 -0.03 -0.59
H -0.576 3.526 -4.331 -0.04 -0.20 -0.15 -0.21
```
Forces are in eV/Å.

## Properties
- Highest occupied orbital energy (spin up / spin down): -9.7 / -9.6 eV
- Maximum force: 4.422 eV/A
- DFT total energy: -4962.7401 hartree
- Frontier orbital gap (spin up / spin down): 9.72 / 4.58 eV
- Net charge: 0
- Spin multiplicity: 2